(1)
This record from OMol25 describes the molecule C4H8N2 at a distorted geometry. The level of theory is the ωB97M-V functional and the def2-TZVPD basis.

Output
LUMO energy in eV: 0.97
Highest occupied orbital energy in eV: -7.90
Frontier orbital gap in eV: 8.87

Structure (XYZ):
```
14
C4H8N2 (the ωB97M-V functional and the def2-TZVPD basis)
N -2.37 -0.48 -0.47
N -1.42 -0.58 0.25
C 0.00 1.20 -0.73
C -0.07 -0.17 -0.02
C 0.89 -1.24 -0.05
C 0.33 1.23 0.65
H 0.93 -1.80 -1.07
H -1.02 1.49 -1.13
H 0.78 1.45 -1.45
H -1.65 -1.04 1.19
H -0.50 1.42 1.38
H 1.35 1.45 0.98
H 1.96 -0.91 -0.17
H 0.80 -2.03 0.64
```

Mulliken atomic charge list, values in e, 6 entries: N -0.83; N 0.36; C -0.61; C 0.67; C -1.35; C -0.63

(2)
This record from OMol25 describes a cluster of 2 separate species, C16H12Cl4N2O2 in total at a distorted geometry. The level of theory is the ωB97M-V functional and the def2-TZVPD basis.

Output
LUMO energy in eV: -2.32
Highest occupied orbital energy in eV: -6.83
SMILES string: O=C1C(Cl)=C(Cl)C(=O)C(Cl)=C1Cl.C=C1N(C)c2ccccc2N1C
Frontier orbital gap in eV: 4.50

Structure (XYZ):
```
36
C16H12Cl4N2O2 (the ωB97M-V functional and the def2-TZVPD basis)
Cl -1.02 -0.09 2.54
Cl 4.38 -0.05 2.86
Cl -1.06 3.05 3.04
Cl 4.35 3.10 3.10
O 1.68 -1.20 2.93
O 1.63 4.20 3.11
N 0.20 0.04 -1.40
N -0.71 -1.88 -0.82
C -2.87 -1.63 -2.10
C 1.67 0.03 2.86
C 1.65 2.98 3.05
C 0.40 -1.08 -0.61
C -1.58 -1.27 -1.71
C -2.98 0.53 -3.27
C 0.42 0.82 2.80
C 1.43 -1.28 0.29
C -3.56 -0.71 -2.91
C -0.91 -3.18 -0.23
C 2.91 2.19 3.01
C 0.39 2.17 2.96
C 1.13 1.13 -1.54
C -1.69 0.88 -2.85
C -1.01 -0.05 -2.07
C 2.92 0.83 2.90
H 2.25 -0.57 0.26
H 1.43 -2.21 0.82
H -3.55 1.22 -3.89
H -4.56 -0.94 -3.25
H -0.14 -3.89 -0.56
H 0.68 1.87 -2.21
H 2.08 0.79 -1.97
H -1.22 1.84 -3.08
H -3.29 -2.58 -1.77
H 1.34 1.60 -0.57
H -1.89 -3.54 -0.57
H -0.90 -3.13 0.86
```

Mulliken atomic charge list, values in e, 6 entries: Cl -0.12; Cl -0.13; Cl -0.14; Cl -0.13; O -0.60; O -0.60

(3)
This record from OMol25 describes a cluster of 14 separate species, C2H31O14 in total at a distorted geometry. The level of theory is the ωB97M-V functional and the def2-TZVPD basis.

Output
LUMO energy in eV: 2.52
Highest occupied orbital energy in eV: -5.63
Charge: -1
Frontier orbital gap in eV: 8.15

Structure (XYZ):
```
47
C2H31O14 (the ωB97M-V functional and the def2-TZVPD basis)
O 0.01 1.01 -3.25
O -0.20 -0.75 -0.71
O -0.52 -3.25 -2.13
O 2.13 -1.30 0.58
O 1.54 3.15 -1.08
O 0.15 -2.58 2.25
O 3.08 0.65 -1.19
O -3.21 1.10 -2.49
O 0.61 -0.86 4.60
O -2.95 -2.82 1.20
O -1.26 3.32 -2.49
O -2.73 -1.43 -1.21
O 2.14 0.68 2.81
O 2.75 3.05 1.60
C -0.96 0.42 1.34
C -0.30 0.44 0.03
H -1.09 1.35 1.77
H -2.15 3.37 -2.83
H 1.78 0.18 2.12
H -1.84 -1.15 -1.05
H 0.14 0.31 -2.64
H 1.32 -1.05 0.10
H -1.82 -0.15 1.13
H 2.84 -0.90 0.12
H 2.36 2.32 2.09
H -2.81 -2.04 -0.46
H 2.55 0.09 -1.76
H 0.32 -1.24 3.77
H -1.08 2.41 -2.77
H -0.75 1.16 -0.66
H 1.09 -2.52 2.18
H -3.10 1.06 -1.56
H 2.05 3.26 0.99
H -0.13 -2.10 1.48
H 3.96 0.30 -1.40
H -0.04 -2.57 -1.71
H -2.48 -3.63 0.86
H -0.47 0.59 -3.95
H -3.18 -3.02 2.11
H 2.05 0.14 3.61
H 0.66 0.87 0.23
H -0.11 -3.31 -2.98
H 0.69 3.06 -1.50
H 0.34 0.09 4.52
H 1.79 2.24 -0.98
H -0.30 -0.13 2.06
H -2.83 0.23 -2.74
```

Mulliken atomic charge list, values in e, 6 entries: O -0.73; O -0.17; O -0.61; O -0.68; O -0.69; O -0.81

(4)
This record from OMol25 describes the molecule C3H6N2S at a distorted geometry. The level of theory is the ωB97M-V functional and the def2-TZVPD basis.

Output
LUMO energy in eV: 0.50
Highest occupied orbital energy in eV: -8.42
SMILES string: C/C=N/NC=S
Frontier orbital gap in eV: 8.93

Structure (XYZ):
```
12
C3H6N2S (the ωB97M-V functional and the def2-TZVPD basis)
S -2.58 -1.04 -0.01
N 0.28 0.81 -0.01
N -1.05 1.20 -0.01
C 2.04 -0.78 -0.01
C 0.58 -0.42 -0.01
C -2.21 0.56 0.00
H 2.29 -1.38 -0.88
H -1.11 2.23 0.02
H -0.17 -1.22 0.02
H -3.01 1.30 0.00
H 2.29 -1.37 0.87
H 2.65 0.12 0.01
```

Mulliken atomic charge list, values in e, 6 entries: S -0.37; N -0.61; N 0.09; C -0.94; C 0.13; C 0.04

(5)
This record from OMol25 describes the ion C4H10O2PS with charge -1 at a distorted geometry. The level of theory is the ωB97M-V functional and the def2-TZVPD basis.

Output
LUMO energy in eV: 3.60
Highest occupied orbital energy in eV: -4.12
SMILES string: COCC[P@@](C)([O-])=S
Charge: -1
Frontier orbital gap in eV: 7.73

Structure (XYZ):
```
18
C4H10O2PS (the ωB97M-V functional and the def2-TZVPD basis)
S -0.03 2.25 2.62
P 0.16 0.60 1.61
O 1.71 -0.18 1.51
O -0.06 -0.31 -2.28
C -0.98 -0.67 2.24
C -0.40 -0.52 -0.87
C 1.32 0.13 -2.53
C -0.58 0.78 -0.09
H -0.65 -0.97 3.22
H 1.69 -0.87 -2.81
H 1.76 0.32 -1.51
H 1.57 0.87 -3.24
H -1.61 1.05 0.09
H -1.97 -0.34 2.35
H 0.15 1.55 -0.47
H 0.28 -1.12 -0.35
H -1.01 -1.59 1.58
H -1.36 -0.98 -1.07
```

Mulliken atomic charge list, values in e, 6 entries: S -0.59; P 0.62; O -0.79; O -0.42; C -1.12; C -0.73

(6)
This record from OMol25 describes a structure of composition C23H21EuF6N5S5Sb at a distorted geometry. The level of theory is the ωB97M-V functional and the def2-TZVPD basis.

Output
Spin multiplicity: 7
LUMO energy (alpha / beta) in eV: 3.53 / 3.53
Highest occupied orbital energy (alpha / beta) in eV: -2.10 / -2.10
Expectation value of S²: 12.013
Charge: -2
Frontier orbital gap (alpha / beta) in eV: 5.63 / 5.63

Structure (XYZ):
```
62
C23H21EuF6N5S5Sb (the ωB97M-V functional and the def2-TZVPD basis)
Eu 0.13 0.18 0.85
Sb -0.14 3.30 2.11
S 1.64 -1.12 3.05
S 0.43 2.70 -0.11
S -1.29 5.26 2.25
S -1.40 1.42 2.78
S 1.81 3.24 3.42
F -5.06 -3.83 -0.03
F -3.38 -4.90 1.83
F 0.38 -0.87 -0.95
F -4.55 -1.34 -1.06
F -1.24 -3.54 2.69
F -2.33 0.05 -0.24
N 2.74 0.26 0.39
N 0.82 0.67 4.80
N -0.38 -1.37 4.68
N 7.80 0.70 0.64
N 7.51 -0.58 -1.18
C -2.01 -2.92 1.74
C 4.92 1.02 0.94
C -1.64 -1.05 5.30
C -3.71 -1.86 -0.14
C 0.26 1.33 5.96
C 9.06 0.41 0.18
C 11.40 0.29 -0.10
C -1.70 -1.67 1.26
C 4.62 -0.63 -0.78
C -1.79 -1.65 6.68
C -2.58 -1.19 0.32
C 0.60 -0.53 4.29
C -3.97 -3.13 0.38
C -3.11 -3.67 1.33
C 11.22 -0.51 -1.24
C 10.33 0.76 0.63
C 8.86 -0.38 -0.96
C 3.55 1.04 1.11
C 9.96 -0.85 -1.68
C 5.47 0.16 -0.01
C 6.92 0.08 -0.22
C 3.25 -0.55 -0.54
C -0.79 2.39 5.69
H -1.77 0.04 5.32
H 5.52 1.68 1.54
H 12.40 0.54 0.22
H -0.98 2.92 6.62
H 5.01 -1.29 -1.54
H -0.43 3.10 4.95
H -0.95 -1.37 7.32
H -1.72 1.99 5.30
H -1.81 -2.74 6.63
H -0.07 0.57 6.66
H 12.09 -0.86 -1.78
H 2.52 -1.13 -1.10
H 1.40 1.26 4.20
H -2.42 -1.43 4.63
H -2.71 -1.32 7.15
H 9.81 -1.46 -2.56
H 3.07 1.70 1.84
H 7.54 1.24 1.45
H -0.37 -2.22 4.13
H 10.47 1.38 1.50
H 1.12 1.83 6.43
```

Mulliken atomic charge list, values in e, 6 entries: Eu 0.69; Sb 1.10; S -0.42; S -0.64; S -0.72; S -0.48

(7)
This record from OMol25 describes a cluster of 2 separate species, C4H10N2O in total at a distorted geometry. The level of theory is the ωB97M-V functional and the def2-TZVPD basis.

Output
Spin multiplicity: 2
LUMO energy (alpha / beta) in eV: -7.11 / -7.14
Highest occupied orbital energy (alpha / beta) in eV: -15.02 / -14.98
Expectation value of S²: 0.755
Charge: +1
Frontier orbital gap (alpha / beta) in eV: 7.91 / 7.84

Structure (XYZ):
```
17
C4H10N2O (the ωB97M-V functional and the def2-TZVPD basis)
O 1.04 -0.47 2.31
N -0.10 -1.07 -1.01
N -1.05 1.03 -1.88
C -1.21 -0.34 -1.80
C -0.47 0.49 0.70
C 0.25 -0.74 1.49
C 0.48 -0.29 -0.05
H -1.54 0.35 0.73
H 0.62 -1.36 -1.65
H -0.13 1.45 1.08
H -0.25 -1.69 1.73
H 1.45 0.15 -0.22
H -1.24 -0.91 -2.73
H 2.70 1.28 2.92
H -2.11 -0.67 -1.28
H -1.44 1.58 -2.64
H 3.01 1.20 2.28
```

Mulliken atomic charge list, values in e, 6 entries: O -0.21; N -0.32; N -0.39; C -0.58; C -0.67; C -0.07

(8)
This record from OMol25 describes a cluster of 2 separate species, C8H18NO9P3 in total at a distorted geometry. The level of theory is the ωB97M-V functional and the def2-TZVPD basis.

Output
LUMO energy in eV: 0.07
Highest occupied orbital energy in eV: -9.13
SMILES string: NP(O)[C@H]1CC(=O)O[C@H]1PP(=O)(O)O.CCOC(=O)OC
Frontier orbital gap in eV: 9.20

Structure (XYZ):
```
39
C8H18NO9P3 (the ωB97M-V functional and the def2-TZVPD basis)
P 0.51 0.80 0.82
P -0.25 0.89 2.85
P -3.83 1.43 2.24
O 1.35 -3.06 -3.69
O -1.61 4.80 5.30
O -4.21 2.35 0.91
O 1.97 0.92 0.78
O -0.23 1.91 -0.10
O 2.67 -3.86 -5.33
O -0.06 -0.59 0.24
O 3.48 -2.38 -3.99
O -0.57 3.22 4.07
N -2.78 0.40 1.37
C -1.63 3.74 4.77
C -1.10 2.56 2.88
C -2.64 2.62 3.05
C -2.75 2.74 4.58
C 1.60 -4.72 -5.73
C 3.38 -1.54 -2.83
C 3.53 -2.31 -1.54
C 2.40 -3.09 -4.27
H -3.72 3.06 4.98
H -0.81 3.18 2.03
H 2.43 -1.00 -2.86
H -4.40 3.26 1.17
H -0.24 -0.54 -0.71
H 0.96 1.26 3.47
H -1.19 1.78 -0.11
H 0.68 -4.15 -5.89
H -2.91 -0.56 1.66
H -2.39 1.82 5.05
H 2.72 -3.03 -1.41
H -2.92 3.61 2.67
H 3.52 -1.63 -0.69
H 4.18 -0.81 -2.93
H -2.94 0.45 0.37
H 1.43 -5.49 -4.97
H 1.92 -5.18 -6.66
H 4.47 -2.87 -1.54
```

Mulliken atomic charge list, values in e, 6 entries: P 0.92; P -0.21; P 0.09; O -0.56; O -0.55; O -0.53

(9)
This record from OMol25 describes a structure of composition C46H54BBrN9O3S4Y. The level of theory is the ωB97M-V functional and the def2-TZVPD basis.

Output
LUMO energy in eV: 4.04
Highest occupied orbital energy in eV: -1.96
Charge: -2
Frontier orbital gap in eV: 6.01

Structure (XYZ):
```
119
C46H54BBrN9O3S4Y (the ωB97M-V functional and the def2-TZVPD basis)
Y -0.94 1.87 -0.72
Br -0.36 4.51 -0.57
S 2.09 -3.00 -0.91
S 1.53 0.90 1.22
S -1.82 -1.55 2.29
S -1.23 -0.60 -1.64
O -1.55 2.43 -2.84
O -1.30 2.97 -5.67
O -1.78 2.12 1.31
N 0.33 -3.15 1.92
N 1.14 1.26 -2.24
N 4.24 -1.56 0.00
N -3.91 1.87 0.45
N 2.70 -1.99 1.54
N -1.55 -4.05 1.17
N 0.89 1.12 3.87
N -3.31 1.96 -0.80
N 1.12 -0.97 3.18
C -2.76 -5.00 -0.73
C -4.65 1.60 -5.44
C 2.72 1.11 -4.54
C 2.68 2.88 -1.24
C 1.54 0.34 -4.46
C -5.00 1.93 3.01
C -2.53 2.23 -3.64
C 4.45 -1.70 -2.52
C -0.30 3.62 -4.91
C 5.69 -0.02 -1.22
C 1.11 -0.46 -5.53
C -3.63 1.83 2.80
C 0.59 3.03 5.38
C -2.79 1.59 3.88
C 0.80 -0.98 4.52
C 0.59 -4.44 1.54
C 1.14 0.33 2.76
C -3.90 -3.26 0.62
C -2.90 -4.42 0.69
C 0.79 0.42 -3.25
C 4.70 -1.09 1.23
C 5.14 -1.45 -1.17
C -0.37 -0.42 -3.12
C 1.12 2.58 4.02
C -4.11 1.70 -1.77
C -0.54 -5.00 1.09
C 6.27 -2.47 -0.99
C -4.67 1.60 5.37
C 0.67 0.28 4.95
C -2.41 2.44 -5.05
C -3.04 1.95 1.43
C -1.00 -2.90 1.71
C -3.30 1.48 5.16
C -3.46 -5.48 1.64
C 3.08 1.90 -3.49
C 2.25 1.97 -2.34
C -0.78 -1.16 -4.22
C -4.83 1.47 -4.08
C -0.06 -1.17 -5.42
C -3.44 2.12 -5.91
C -5.52 1.82 4.29
C -3.81 1.80 -3.18
C 3.76 -1.36 2.14
C 2.64 2.81 3.97
C 0.42 3.41 2.94
C 3.00 -2.15 0.21
B 1.50 -2.32 2.49
H 4.87 0.69 -1.20
H 3.99 2.49 -3.51
H -3.59 -5.06 2.64
H 5.65 -0.61 1.34
H -2.78 -6.34 1.71
H -3.53 -2.48 -0.03
H 3.32 1.07 -5.44
H 3.59 -1.05 -2.63
H 4.10 -2.72 -2.60
H 0.41 0.64 5.93
H 0.96 3.37 2.01
H -5.43 1.32 -6.13
H -1.69 -1.74 -4.12
H 6.80 -2.30 -0.05
H 0.37 4.46 3.26
H -5.65 2.09 2.16
H 3.67 2.60 -0.88
H -0.48 2.80 5.47
H -5.78 1.12 -3.68
H -0.70 -5.99 0.70
H 0.31 4.17 -5.63
H -3.30 2.30 -6.97
H 5.85 -3.48 -0.97
H 1.97 -3.00 3.38
H -3.75 -5.16 -1.16
H 6.36 0.19 -0.38
H -1.73 1.45 3.69
H 0.70 4.11 5.45
H 1.71 -0.49 -6.43
H 6.98 -2.40 -1.81
H -2.64 1.31 6.00
H -4.43 -5.83 1.28
H -2.22 -4.28 -1.35
H -6.59 1.90 4.46
H 0.34 2.92 -4.38
H 0.68 -1.91 5.05
H 2.86 3.87 4.06
H 3.75 -1.13 3.19
H 3.14 2.26 4.78
H -4.08 -2.83 1.59
H 1.13 2.58 6.21
H -5.14 1.42 -1.51
H 1.58 -4.87 1.64
H 5.16 -1.49 -3.32
H -5.08 1.51 6.37
H -2.23 -5.95 -0.74
H -0.59 3.05 2.77
H -0.41 -1.78 -6.25
H -4.84 -3.64 0.21
H 3.02 2.45 3.01
H -0.72 4.32 -4.18
H 1.99 2.82 -0.40
H 2.70 3.92 -1.59
H 6.25 0.12 -2.14
```

Mulliken atomic charge list, values in e, 6 entries: Y 0.32; Br -0.73; S -0.41; S 0.36; S -0.22; S 0.27

(10)
This record from OMol25 describes a cluster of 2 separate species, C2H5N5O in total at a distorted geometry. The level of theory is the ωB97M-V functional and the def2-TZVPD basis.

Output
LUMO energy in eV: 0.51
Highest occupied orbital energy in eV: -8.25
Frontier orbital gap in eV: 8.75

Structure (XYZ):
```
13
C2H5N5O (the ωB97M-V functional and the def2-TZVPD basis)
O -1.32 1.67 1.57
N 1.14 0.99 -0.79
N 0.75 -0.39 -0.46
N 0.45 1.91 0.05
N 0.84 -1.42 -1.30
N -1.35 -0.96 0.43
C -0.45 -0.17 0.21
C -0.32 1.22 0.72
H 0.06 -2.28 -1.37
H -1.78 0.87 1.85
H 2.06 1.31 -0.78
H 2.03 -2.12 -1.14
H -2.10 -0.62 1.00
```

Mulliken atomic charge list, values in e, 6 entries: O -0.48; N -0.23; N 0.59; N -0.46; N -0.93; N -0.74

(11)
This record from OMol25 describes a structure of composition C30H25CrN7O2. The level of theory is the ωB97M-V functional and the def2-TZVPD basis.

Output
Spin multiplicity: 5
LUMO energy (alpha / beta) in eV: 0.14 / -0.19
Highest occupied orbital energy (alpha / beta) in eV: -5.46 / -6.88
Expectation value of S²: 6.070
Frontier orbital gap (alpha / beta) in eV: 5.60 / 6.69

Structure (XYZ):
```
65
C30H25CrN7O2 (the ωB97M-V functional and the def2-TZVPD basis)
Cr 0.69 0.12 -0.50
O 0.14 2.07 -0.23
O 1.99 -0.13 0.93
N -1.02 -0.69 0.01
N -1.37 -1.82 -0.61
N 0.92 -1.87 -1.02
N 1.89 -3.82 -1.81
N -0.87 0.83 2.25
N 2.23 0.68 -1.72
N -0.33 0.49 -2.18
C 4.07 0.22 -0.22
C -3.83 3.21 -0.64
C -3.18 1.40 2.21
C -3.49 1.96 -1.04
C -1.09 2.45 -0.32
C -3.06 2.02 3.45
C -0.60 -6.16 -3.21
C 1.79 1.14 -3.04
C 5.35 -0.36 2.18
C 3.48 0.58 -1.48
C -2.11 1.40 -0.84
C -1.78 -5.51 -2.86
C -1.83 2.03 4.08
C 3.28 -0.09 0.93
C -1.54 3.71 0.05
C -0.38 -2.47 -1.12
C -2.12 0.20 0.26
C -1.49 0.99 -2.15
C -2.05 0.82 1.65
C 5.48 0.22 -0.13
C 0.62 -5.61 -2.87
C 0.48 0.43 -3.39
C 3.98 -0.38 2.13
C 6.12 -0.06 1.04
C -1.73 -4.31 -2.17
C -2.88 4.09 -0.08
C -0.51 -3.74 -1.82
C -0.76 1.42 3.44
C 1.95 -2.56 -1.34
C 0.66 -4.41 -2.18
H 6.05 0.46 -1.02
H 0.67 -0.62 -3.64
H 2.55 0.97 -3.80
H 2.94 -2.13 -1.20
H -1.69 2.51 5.04
H 7.20 -0.04 1.10
H 0.23 1.41 3.88
H 1.55 -6.11 -3.14
H -4.86 3.55 -0.77
H 2.75 -4.29 -2.04
H 3.38 -0.61 3.00
H -0.81 4.39 0.47
H -3.07 -0.32 0.16
H 4.18 0.79 -2.29
H -4.12 1.39 1.68
H 5.85 -0.58 3.12
H -2.73 -5.95 -3.13
H 1.59 2.21 -2.97
H -2.64 -3.79 -1.89
H -3.19 5.08 0.24
H -0.01 0.91 -4.24
H -1.98 1.34 -3.06
H -3.93 2.48 3.91
H -4.22 1.29 -1.48
H -0.63 -7.10 -3.75
```

Mulliken atomic charge list, values in e, 6 entries: Cr -1.19; O -0.21; O -0.11; N 0.93; N -0.98; N 0.36